The following is a DFT calculation (ωB97M-V/def2-TZVPD) of a structure of composition C20H14Cl2F3IrN5O2S3 at a distorted geometry.

Geometry as XYZ:
```
50
C20H14Cl2F3IrN5O2S3 ωB97M-V/def2-TZVPD
H -2.69215 0.86608 -5.71476
Cl -3.18736 1.23769 3.85671
H -2.03426 6.84718 -4.28604
H 2.28579 1.97896 4.60861
C 1.68058 1.03661 2.20093
C 0.51154 1.31553 -3.18059
C 0.95002 -2.16311 -1.19779
C -1.03341 1.99063 5.28336
N -1.23165 0.14517 -1.83323
C 0.34386 2.15882 5.45827
H 1.03754 0.76977 -3.96589
N -0.79789 4.52835 -5.40417
O -1.07776 0.26557 2.12747
C -0.99216 2.28533 0.06691
C 0.76219 1.26979 3.25950
S 0.54792 -2.42479 -2.81675
H -3.72747 -0.36831 -3.88434
N -1.78261 0.57022 -3.89152
C -3.72907 3.33517 -3.73005
O 1.45032 0.71599 1.02958
C -2.55518 3.47979 -4.46700
H -5.17977 4.43298 -2.63021
H -4.14815 6.62359 -2.99511
C -2.48582 -0.38608 -2.05410
S 2.61359 -1.92952 -1.18229
S -0.11087 -2.14479 0.14607
N -1.72410 2.61373 -5.12173
H 2.73751 1.18749 2.45545
C -3.67559 5.74812 -3.41989
C -1.78276 1.18340 -5.20594
H 0.44093 2.36054 -3.48061
F -0.27692 2.95867 -0.87534
H -0.91449 0.86928 -5.78391
H -4.19106 2.37299 -3.55572
C 1.22441 1.81780 4.46645
F -0.78896 2.96703 1.22287
N -0.67512 3.29091 -5.65804
C -2.84089 -0.11752 -3.32920
H -1.73076 2.29448 6.05045
H 1.08940 1.26025 -2.26165
C -2.50943 5.88761 -4.13653
H -3.02691 -0.91933 -1.29219
Ir -0.55614 0.24441 0.17199
C -0.82140 0.71211 -2.95253
C -4.27191 4.49192 -3.21558
Cl 0.93599 2.83230 6.93561
C -1.94363 4.72644 -4.66401
F -2.30198 2.50263 -0.26209
C -1.49851 1.42969 4.11751
C -0.62316 0.97124 3.10002
```

Results
Orbital gap (spin up / spin down) ... 5.70 / 6.13 eV
Energy relative to the best compared isomer or geometry (same formula, charge and spin) ... 79.8 kcal/mol
Multiplicity ... 2

Atomic partial charges in e from the Mulliken method, atoms 1 to 8: 0.43, -0.19, 0.44, 0.42, -0.14, -1.33, 0.19, -0.75

---

The following is a DFT calculation (ωB97M-V/def2-TZVPD) of a structure of composition C47H48F2N6NbO13 at a distorted geometry.

Geometry as XYZ:
```
117
C47H48F2N6NbO13 ωB97M-V/def2-TZVPD
C 2.04529 3.33970 -10.50299
C 6.35816 -3.88496 5.70973
H -3.56114 2.84010 -1.03349
C 3.80336 -4.48304 4.75847
C -0.72184 3.68823 -4.70459
H 3.56370 0.45589 4.48708
C -4.53221 -8.15582 -2.39713
C 3.26680 2.37424 3.56106
O -1.64977 2.56617 3.80382
O -5.35698 -9.92363 -3.62608
H 1.90006 3.09484 -12.63342
H -0.47083 2.38812 -12.57168
H -0.97455 -3.84884 -2.49225
C -0.96574 3.20117 -3.23446
H 0.57630 -0.77967 -2.86901
H 0.27279 3.88436 3.06572
F 0.12390 -2.06684 -0.50418
C -4.88060 -0.79227 5.01784
H -4.73503 -5.66187 0.53855
C 2.83874 1.20280 4.18016
F -3.44617 -1.90480 -4.06603
H -6.86340 -0.15876 5.55466
C -2.82909 -3.12923 -3.60578
C 6.32393 7.25563 7.17453
H -1.87397 -0.07185 -3.24179
H 3.08274 3.65270 -10.54463
C -3.45047 2.64037 -4.01644
H 7.35269 -3.66656 6.08249
C 4.54107 -5.44604 5.44060
C -2.82196 2.05962 -1.46977
C 1.48260 0.98691 4.40187
O -2.62281 -2.54489 2.06333
H -4.10556 3.13641 -6.16802
C -3.21538 3.16217 -5.44793
C -6.24447 -0.62764 4.79535
N 6.53258 4.50027 3.96523
H 0.31135 4.07867 -5.00416
C -6.02768 -1.65136 2.62352
C 6.45351 5.46277 5.06579
H -2.82066 -5.57144 -1.02423
C 0.98317 3.12803 3.38122
N -4.44293 -9.11964 -3.49645
C -4.68082 -6.36075 -0.29083
O -2.74155 -1.24464 -0.79714
C 1.38047 3.02514 -11.68350
H 2.68044 4.24943 2.68649
C -1.31820 -2.91063 -3.06785
O 3.21144 3.98662 -8.12422
C 7.46363 6.40868 5.22671
O -4.35293 -2.73577 0.76215
H 8.30429 6.45689 4.54335
C -5.68952 -7.30308 -0.47076
H 3.74934 -2.47213 4.02258
O 5.46627 -0.75414 4.27318
H 2.81109 -4.72046 4.38990
C 0.04752 2.62560 -11.64741
H 4.32794 2.53839 3.38389
C -0.62414 2.53021 -10.43230
C 5.61013 -2.92194 5.03502
H -4.49571 2.25114 -3.75812
H -4.43802 -0.45458 5.94902
H -0.14855 3.25782 -2.44961
H -3.02200 -1.50780 4.23018
C -6.81866 -1.05975 3.60283
O -1.20216 0.67888 4.76287
N -0.86855 1.71581 4.20330
H -3.45737 -3.64666 -2.78942
H -3.45788 1.11397 -1.63251
H 0.38884 1.47596 -1.42618
H -7.88296 -0.93129 3.43562
C 0.03355 2.84015 -9.24655
C 4.33572 -3.21470 4.55312
H 1.16249 0.07029 4.88485
H 6.27694 7.95350 8.00517
C 7.39433 7.30700 6.28619
C 5.37385 5.41263 5.94550
H -6.48584 -1.98077 1.69735
C -4.66202 -1.80635 2.85056
C 1.36475 3.24949 -9.29065
H 4.48156 6.27853 7.69826
H -6.41261 -8.93354 -1.65661
C 2.34162 3.33689 3.16622
H -6.52907 -7.33651 0.21589
H -2.14636 1.38275 0.53603
H -1.64168 4.04462 -6.88347
O 7.29359 -1.36351 5.25860
C -1.80065 3.68129 -5.81394
H -2.73285 -3.81830 -4.53049
Nb -0.99504 -0.95662 -1.92931
H -2.67531 -7.16184 -2.90179
N 2.05297 3.60067 -8.04642
N 6.16526 -1.58073 4.84006
H 6.38772 -5.90485 6.44269
C 0.56142 1.95018 3.99482
H -1.66256 2.21667 -10.40973
C -5.62047 -8.20442 -1.52748
H -0.65997 -2.85847 -4.01870
C 5.81658 -5.14961 5.91290
C -0.42972 0.94983 -0.82142
H 8.17701 8.04578 6.42253
C -3.52285 -7.20969 -2.22683
O 7.50796 4.55104 3.23275
C 5.31432 6.31310 7.00372
H 4.58065 4.68274 5.82319
H -0.50101 2.76153 -8.30573
C -4.08349 -1.38568 4.04508
C -1.65798 1.88935 -0.38368
C -3.60221 -6.31059 -1.16848
H 4.11931 -6.43291 5.60594
H 0.08344 0.61037 0.16253
C -2.35863 2.63786 -2.88149
N -3.81871 -2.40802 1.81562
O 1.42805 3.49116 -7.00300
H -1.30887 2.92360 0.00788
O 5.61597 3.69657 3.84582
H -2.54381 -1.69147 0.05877
O -3.45922 -9.06999 -4.21996
```

Results
Orbital gap ... 4.86 eV
Charge ... -1

Atomic partial charges in e from the Mulliken method, atoms 1 to 8: -0.34, -0.36, 0.36, -0.56, -0.51, 0.39, 0.06, -0.70

---

The following is a DFT calculation (ωB97M-V/def2-TZVPD) of a structure of composition C46H55BrF2InN7PS2Si.

Geometry as XYZ:
```
116
C46H55BrF2InN7PS2Si ωB97M-V/def2-TZVPD
C -0.79823 -5.60461 -2.83276
H -1.83459 3.38378 3.41395
C -2.72817 6.02509 0.38923
H -1.53105 2.55028 -3.16622
H 2.14694 6.58011 -0.67870
H -0.08450 -0.45977 7.42335
F 1.27543 1.50336 6.52449
H -4.17872 3.42490 2.45313
C 1.83568 1.59983 3.70590
H -3.72270 6.36671 0.08492
C -3.84955 -4.59336 1.92325
H 3.36895 0.43680 -1.65627
H -1.66371 -5.43583 -3.46348
H 0.23431 5.41527 0.35958
C 3.39813 -2.40810 -0.37423
H -1.59104 -7.67515 1.38436
C -0.44342 -1.47550 5.55177
H -4.31404 4.04071 0.80078
C 3.99654 -0.76320 2.11776
S 1.14908 -6.75910 2.11574
H 2.99274 2.16725 5.42648
N 1.62256 1.79874 2.39469
C 0.19600 -5.65508 -0.63102
H -5.47001 -5.99015 2.10030
H 2.08940 2.84830 0.69392
C -0.90202 -5.43305 -1.45767
N -2.38522 3.44057 1.40105
H -3.01143 5.59473 -2.20689
H -0.75319 2.34902 -4.73337
Si 3.04677 -0.77991 0.48534
C 1.85258 5.60337 -1.04487
H -1.82164 4.30101 -2.32205
H 4.44290 -2.38737 -0.70644
C -3.59627 -6.97503 1.72702
H -4.02696 -7.96943 1.73946
C 2.54207 5.00211 -2.05364
H -0.78423 0.11084 -5.71359
H -4.47192 -3.72115 2.08673
H 0.49253 -6.12197 -4.46915
N -1.30666 -1.13292 -2.28476
C -2.48432 -4.43044 1.70892
H -1.84697 -5.12379 -1.02554
C -2.08910 5.19263 -1.77748
H 3.77951 4.29417 1.78177
C 0.07815 -0.47901 6.35544
H 3.23366 1.43644 -4.79846
N -2.31752 4.87532 -0.39078
C 1.40134 -6.05391 -1.20363
H 3.75004 3.71213 -3.97158
C 0.47010 -0.49406 3.56888
H 3.65248 1.55328 -0.32649
H -2.75113 5.77671 1.44603
C 0.32564 3.69947 -0.88324
H -2.02011 1.78331 2.65889
C 2.79756 2.35446 4.38291
F -1.15789 -2.44772 6.15429
C -0.36381 -2.06952 -1.70518
H 3.39870 -1.19302 2.92617
C -1.57254 2.00068 -4.09429
H -2.04361 -3.43888 1.69698
C 3.50687 3.32715 3.70255
H -0.62032 2.77160 2.26780
H 1.42277 0.13440 -3.72837
S 0.61717 -3.44429 1.45697
C -1.67779 2.80469 2.49648
H -3.04767 -1.95887 -1.51491
C -3.82861 3.29489 1.42738
C -1.67099 -5.53936 1.50431
H 2.75874 -2.56953 -1.24604
H 4.29691 0.24612 2.41467
C 3.25730 3.53999 2.35517
H -0.01257 -2.78609 -2.45820
C 1.60785 1.15571 -3.41421
C 1.03457 0.52878 4.35488
C -1.50459 -0.25552 -4.97099
Br -1.92432 -0.49454 1.00886
H 2.24699 -6.24659 -0.55398
C -1.72892 3.77646 0.24122
H 3.24485 -3.25013 0.29983
C 2.64562 1.88588 -4.00699
C 2.31289 2.73689 1.74651
N -1.48262 0.59577 -3.79890
H 4.86742 0.33343 -0.71827
H -0.71306 -2.30381 3.61003
C 0.75554 4.95002 -0.46975
In 0.64286 -0.38586 1.35471
H -2.52414 2.20995 -4.59249
N -0.70590 3.10067 -0.16687
H 3.39238 5.48591 -2.51922
C -2.64974 -1.62374 -2.47697
H -4.12517 2.29638 1.08927
N -0.11424 0.78545 -1.83147
C -2.23522 -6.81407 1.51981
H -3.28670 -0.83041 -2.86158
H 2.45553 -6.51533 -3.01062
H -2.49609 -0.26620 -5.43464
C 3.79004 0.52404 -0.65269
H -1.28858 5.92933 -1.91208
C 2.93130 3.13752 -3.55504
C 0.40962 -5.98901 -3.39680
H 0.49287 -1.54091 -1.30016
C -4.40701 -5.86289 1.92994
H -0.82357 -2.61947 -0.88645
C 0.80484 0.50438 5.72854
H -1.23479 -1.27361 -4.70522
C 1.51009 -6.21142 -2.57713
H 4.25459 3.91272 4.22395
C -0.91681 0.13176 -2.61331
C 2.17174 3.70957 -2.50434
C 1.07494 3.00444 -1.91238
C 0.81787 1.66138 -2.39538
H 4.89676 -1.37597 2.01153
C -0.27493 -1.49707 4.18553
P 0.12641 -5.35750 1.18218
H -2.02674 6.85635 0.23694
H -2.67981 -2.46974 -3.17527
```

Results
Orbital gap ... 6.81 eV
Energy relative to the best compared isomer or geometry (same formula, charge and spin) ... 2.6 kcal/mol
Charge ... -1

Atomic partial charges in e from the Mulliken method, atoms 1 to 8: -0.59, 0.33, -1.35, -0.51, 0.39, 0.51, -0.38, 0.36

---

The following is a DFT calculation (ωB97M-V/def2-TZVPD) of a cluster of 8 separate species, C16H49N2O8 in total at a distorted geometry.

Geometry as XYZ:
```
75
C16H49N2O8 ωB97M-V/def2-TZVPD
H 6.83428 29.79163 -38.51397
C -2.08866 25.07398 -22.66216
H -5.57934 34.36898 -30.61089
H -2.40105 24.84490 -23.68100
H -4.17289 36.33451 -30.06848
C -2.68250 32.03533 -24.30259
C 4.69457 31.97459 -33.58854
C -2.67070 28.18889 -29.16964
H -2.59786 32.98060 -24.83869
H -2.64765 27.83544 -28.13880
H 7.80166 30.08826 -37.13115
O -2.54266 27.48356 -35.03487
C -3.33437 25.17948 -21.81936
H 4.62022 30.62509 -38.58677
H -0.53458 28.62854 -28.80272
H -4.05865 24.38256 -21.98796
H 4.95162 33.02733 -33.70589
O -1.12865 29.31849 -30.79121
C 5.66012 30.35611 -36.80845
C -1.37740 28.94665 -29.41637
H -1.92861 27.16026 -22.96614
H -1.67034 31.63598 -24.23814
H 2.42652 23.59281 -30.25096
H -3.07817 25.26215 -20.76312
H 1.10389 24.73912 -30.43973
H -4.30303 32.26070 -32.74013
C 3.19096 25.67802 -30.31552
H -0.72420 23.53922 -22.65842
N 4.58169 30.82146 -37.59679
N -1.31798 24.03337 -22.00778
H 2.14183 24.22496 -31.77114
H -3.62140 28.72204 -29.16459
O 4.62855 31.24904 -34.80520
H 6.11967 32.20491 -35.74894
C -3.92944 35.41995 -29.52771
H 4.17633 25.25035 -30.13046
H -0.51352 28.62935 -21.94950
H 2.31956 27.27892 -31.07982
H -3.12579 32.89661 -21.25512
O -0.53758 26.60902 -21.50697
H -4.35757 32.57642 -23.02690
H 5.40293 31.66181 -32.82141
C -5.08592 34.37836 -29.63902
H -4.86790 33.36074 -29.31495
H -2.64038 27.24811 -29.71928
C 0.02104 27.89556 -21.34625
H 7.13855 31.48924 -37.88249
H -0.64426 24.64351 -21.56740
H -3.35002 31.29242 -22.39236
H 3.72062 32.02179 -33.10142
C 2.13500 24.53016 -30.72476
H -3.97944 26.00456 -22.12139
H -2.64628 33.92764 -29.59950
H -3.47859 27.34055 -35.17565
H -2.40226 27.26432 -34.11377
H -3.23523 31.19834 -32.58816
H 6.70325 30.77454 -34.99663
H 0.24347 28.17182 -20.31557
H 2.79890 26.11069 -29.39509
C -1.24798 26.34543 -22.71938
O 3.15620 26.82809 -31.21542
O -2.61713 32.98709 -22.06424
H -0.41823 26.18613 -23.40802
H 5.46959 29.36614 -36.39402
O -3.61585 31.80339 -33.22478
C 6.91242 30.44904 -37.64805
H -3.27414 31.33158 -24.88808
H -1.53213 29.90233 -28.91554
H 0.99843 27.72819 -21.79878
H 4.84185 31.78278 -37.76494
O -2.72012 34.81020 -29.96994
C -3.33015 32.21700 -22.96929
H -5.90500 34.66739 -28.98049
H -3.87544 35.65623 -28.46500
C 5.82897 31.18357 -35.50302
```

Results
Orbital gap ... 4.50 eV
Energy relative to the best compared isomer or geometry (same formula, charge and spin) ... 66.4 kcal/mol
Charge ... -1

Atomic partial charges in e from the Mulliken method, atoms 1 to 8: 0.37, 0.53, 0.24, 0.36, 0.28, -1.04, -0.84, -0.87

---

The following is a DFT calculation (ωB97M-V/def2-TZVPD) of a structure of composition C47H46F3Li3N8O9 at a distorted geometry.

Geometry as XYZ:
```
116
C47H46F3Li3N8O9 ωB97M-V/def2-TZVPD
H -1.17220 -3.54913 -12.32455
H -0.01149 3.47013 11.79390
C -0.41975 9.95012 2.56183
H -7.51061 5.51297 3.75242
C 7.25373 0.45698 6.55885
H -6.57200 -0.01859 -7.17490
H 3.69549 -8.93615 1.14339
H 7.26622 1.17196 7.36819
C 3.75472 -7.65723 2.88866
C 0.88667 9.97075 2.09562
Li -1.61982 3.30849 3.23851
C 1.23650 11.89246 3.56103
C 9.64060 -0.71557 -4.35638
N -0.93385 10.84073 3.45103
N 8.85314 -2.79360 5.88365
H 0.48508 1.52283 10.38005
H -0.44924 12.54184 4.60449
C -0.38653 2.44255 8.62109
C 8.14072 -0.56340 6.71210
C -5.70108 -3.88641 0.94906
C -0.94496 4.61660 10.26880
F -2.76110 -6.33190 -8.10626
C 1.76157 10.90015 2.64601
H 6.35114 -2.09200 -2.99093
Li -0.93940 -0.25308 -5.84434
C -8.02581 -4.49527 0.50966
O 12.00641 -2.05529 -3.76060
C 2.40298 -5.70704 2.66219
H 4.41832 -8.31350 3.43212
N 11.01079 -2.42955 -3.18621
C -0.69804 -4.73314 -10.48151
C -1.51804 -3.66574 -11.29747
C 8.17167 -1.55392 5.73415
C -1.45300 -6.54284 -7.85820
H -10.37907 2.85486 2.04529
F -1.12139 -7.52360 -8.70253
C 8.46489 -2.31731 -2.98889
H 0.52966 -5.44497 -8.31341
H -1.22832 5.42979 10.92061
C -9.16526 4.43137 2.98762
H -0.09387 1.66372 7.93250
H -8.38889 -4.73519 -1.63891
H -8.78112 1.00303 -7.18572
C -0.13256 1.70464 -0.45649
F -1.43080 -7.07345 -6.64871
H 1.94289 -7.49290 0.00811
O -0.16016 1.23015 -1.58395
C -6.89623 3.42486 -5.64274
C 3.22675 -6.53424 3.39661
C 9.67223 -1.77279 -3.49877
H 1.85452 12.70704 3.90874
H -6.49977 2.80406 0.66768
O -1.10380 -4.56647 -9.11389
H 2.03427 -4.75362 3.01069
N -5.58453 1.42568 -6.13791
H -1.37966 -2.65705 -10.90824
H -4.86890 3.20496 -5.22528
C -7.02226 -4.15437 1.39232
H -4.95601 -3.54963 1.65465
C 7.27439 -1.60488 -3.26793
N -5.34276 -3.96031 -0.37256
C 7.40828 -1.39631 4.56469
H -0.99038 -5.69272 -10.90792
O -0.27025 2.88018 -0.20200
C -9.45204 3.40625 2.09995
H -8.92402 1.95841 0.70985
H -6.02649 -4.22879 -2.30337
H -7.23297 -4.12342 2.45111
C 6.57390 -0.31105 4.38158
H 5.85549 1.48210 5.40083
O -0.40290 -4.32825 -7.03362
N 2.10101 -6.01380 1.38523
H 6.03762 -0.15153 3.45781
C 2.45218 -7.19455 0.91255
C -6.35272 -4.26541 -1.27447
C -5.73123 2.67588 -5.60324
O 10.96321 -3.26530 -2.29003
H 6.38742 0.07916 -4.26233
C 8.51149 -0.05728 -4.69722
C 0.03939 2.41352 9.96241
H -6.91607 4.48584 -5.44194
Li -0.43697 -2.70115 -1.40058
O -0.14712 0.99588 0.51249
C -7.25181 3.26597 1.29016
H 3.48131 -6.24662 4.40601
H 8.81998 -0.70544 7.53964
H 7.35380 -2.12659 3.77089
C -8.02693 2.80355 -6.15903
C -0.14356 11.81610 3.86539
C 7.30151 -0.46475 -4.07529
C -7.68547 -4.47248 -0.86265
H 8.43744 -3.15380 -2.30631
H -8.97412 3.31193 -6.26286
H 10.55431 -0.39910 -4.83740
C -7.96317 1.50011 -6.68545
H -9.02924 -4.68838 0.85929
C 6.49208 0.60969 5.40902
C 3.42239 -8.00330 1.61414
C -0.26771 3.50469 10.74530
H 0.35135 -4.45050 -10.56513
C -6.78033 0.86272 -6.58645
H -2.53764 -4.05057 -11.31765
C -0.52446 -5.30470 -8.07409
C -1.14026 4.67247 8.89494
H 2.81704 10.81432 2.43379
O 8.95927 -3.60563 4.94579
O 9.26994 -3.12402 7.01075
N -6.85805 4.17998 2.26901
N -0.92839 3.59276 8.02263
C -7.79829 4.72956 3.06693
C -8.54416 2.81967 1.23932
H -1.51369 5.56831 8.42123
H -9.97760 4.77808 3.60915
H -1.14024 9.23905 2.18545
H 8.42957 0.79117 -5.36041
H 1.26552 9.23900 1.39747
```

Results
Orbital gap ... 2.67 eV
Energy relative to the best compared isomer or geometry (same formula, charge and spin) ... 92.2 kcal/mol

Atomic partial charges in e from the Mulliken method, atoms 1 to 8: 0.40, 0.34, -0.17, 0.35, -0.44, 0.36, 0.34, 0.34